[1]
Below is a cluster of 9 separate species, C40H98NO10P in total, with properties calculated with ωB97M-V/def2-TZVPD.

Each line ends with the Mulliken charge.
CARTESIAN COORDINATES (ANGSTROEM)
C: 4.116 0.540 4.249  -1.4364
C: 3.886 2.043 4.179  -0.2868
N: 3.115 2.432 2.967  0.1491
C: 1.674 2.561 3.254  -1.2123
C: 0.941 1.217 3.098  -0.2332
P: -0.076 0.780 4.575  -0.1676
C: -1.823 0.804 3.998  -0.2368
C: -2.498 2.162 4.283  -0.6089
O: -2.545 2.925 3.078  -0.4812
C: 3.631 3.704 2.491  0.2932
C: 3.476 4.928 3.377  -0.6816
O: 4.217 3.763 1.431  -0.5984
H: 4.616 0.203 3.339  0.3167
H: 3.187 -0.017 4.354  0.2541
H: 4.760 0.303 5.100  0.4231
H: 3.405 2.421 5.085  0.3268
H: 4.869 2.521 4.111  0.4861
H: 1.481 3.008 4.237  0.6169
H: 1.254 3.256 2.520  0.5003
H: 1.662 0.422 2.927  0.7080
H: 0.281 1.268 2.230  -0.2390
H: 0.132 -0.607 4.720  -0.0534
H: -1.905 0.636 2.924  -0.0098
H: -2.372 0.021 4.524  0.4116
H: -3.502 2.000 4.677  0.4145
H: -1.920 2.713 5.030  0.2791
H: -3.373 3.394 3.039  0.2653
H: 3.602 5.812 2.759  0.4058
H: 4.275 4.904 4.123  0.1096
H: 2.518 4.974 3.885  0.3247
C: -0.210 2.342 -1.848  -1.0474
C: 0.515 1.332 -0.976  0.0463
O: -0.326 0.334 -0.427  -0.2463
C: -0.980 -0.500 -1.362  -0.1611
C: -0.013 -1.289 -2.233  -0.7270
H: -1.072 2.753 -1.319  0.3272
H: 0.462 3.159 -2.115  0.5040
H: -0.572 1.896 -2.777  0.1156
H: 0.955 1.838 -0.116  0.0461
H: 1.343 0.873 -1.527  0.0642
H: -1.674 0.075 -1.981  0.2992
H: -1.582 -1.182 -0.759  0.0793
H: 0.522 -0.635 -2.925  0.0406
H: -0.542 -2.032 -2.830  0.2795
H: 0.725 -1.802 -1.616  0.2723
C: -0.238 2.202 -7.709  -0.8257
C: -1.500 1.889 -6.927  -0.3843
O: -1.504 2.458 -5.630  -0.2609
C: -1.466 3.872 -5.572  -0.1988
C: -2.668 4.546 -6.212  -1.1924
H: 0.647 1.967 -7.117  0.0033
H: -0.198 1.619 -8.629  0.4259
H: -0.173 3.255 -7.987  0.2812
H: -1.572 0.814 -6.762  0.3183
H: -2.395 2.185 -7.487  0.3579
H: -0.534 4.251 -6.007  0.2923
H: -1.437 4.110 -4.508  0.2766
H: -2.674 4.426 -7.296  0.2910
H: -2.656 5.614 -5.998  0.4173
H: -3.594 4.120 -5.822  0.2440
C: -2.377 -2.764 2.080  -0.6401
C: -3.170 -3.255 3.277  -0.2530
O: -4.386 -2.578 3.557  -0.4667
C: -5.441 -2.659 2.618  -0.0955
C: -5.935 -4.078 2.386  -1.1425
H: -2.243 -1.681 2.131  0.0618
H: -1.401 -3.246 2.069  0.5123
H: -2.868 -2.993 1.130  0.1742
H: -2.573 -3.106 4.177  0.2687
H: -3.356 -4.333 3.201  0.0940
H: -5.174 -2.185 1.668  0.1380
H: -6.241 -2.060 3.054  0.3196
H: -5.203 -4.681 1.847  0.2283
H: -6.852 -4.063 1.795  0.4267
H: -6.140 -4.569 3.338  0.3367
C: -2.018 -7.244 4.050  -1.2000
C: -1.367 -6.744 2.772  -0.4108
O: -0.541 -5.610 2.956  -0.2512
C: 0.576 -5.788 3.806  -0.3945
C: 1.569 -6.825 3.308  -1.1087
H: -2.518 -6.425 4.568  0.2905
H: -2.755 -8.013 3.818  0.4109
H: -1.290 -7.681 4.736  0.3364
H: -2.138 -6.418 2.072  0.3385
H: -0.812 -7.551 2.280  0.4115
H: 0.251 -6.025 4.826  0.3365
H: 1.057 -4.811 3.847  0.3280
H: 1.163 -7.837 3.357  0.2638
H: 2.471 -6.802 3.920  0.3897
H: 1.843 -6.622 2.273  0.2930
C: 3.440 1.479 -3.821  -0.8954
C: 2.836 1.344 -5.209  0.1521
O: 3.398 2.217 -6.172  -0.4346
C: 4.778 2.037 -6.427  -0.2991
C: 5.127 0.667 -6.985  -1.1099
H: 3.438 2.523 -3.505  0.3523
H: 2.862 0.896 -3.104  0.0102
H: 4.469 1.119 -3.784  0.3567
H: 1.778 1.607 -5.170  -0.1132
H: 2.892 0.304 -5.553  0.3118
H: 5.367 2.245 -5.526  0.3243
H: 5.033 2.806 -7.156  0.3519
H: 4.992 -0.123 -6.245  0.2763
H: 6.170 0.648 -7.301  0.4130
H: 4.496 0.435 -7.844  0.2820
C: -5.878 0.429 -3.877  -0.9820
C: -6.542 0.547 -2.515  -0.2831
O: -7.568 -0.403 -2.302  -0.4222
C: -7.165 -1.757 -2.318  -0.6332
C: -6.195 -2.142 -1.210  -0.7234
H: -6.633 0.417 -4.664  0.3270
H: -5.213 1.275 -4.048  0.3256
H: -5.284 -0.481 -3.966  0.2478
H: -7.032 1.516 -2.429  0.3380
H: -5.796 0.497 -1.714  0.2507
H: -6.754 -2.025 -3.299  0.3206
H: -8.089 -2.323 -2.198  0.3619
H: -5.212 -1.687 -1.348  0.1108
H: -6.059 -3.223 -1.187  0.5280
H: -6.581 -1.816 -0.244  0.2590
C: 6.192 7.118 8.199  -1.0881
C: 6.211 6.250 6.952  -0.3618
O: 5.286 6.654 5.959  -0.3474
C: 5.483 7.949 5.423  -0.3421
C: 6.814 8.124 4.710  -1.0945
H: 5.174 7.219 8.575  0.2985
H: 6.809 6.667 8.976  0.3909
H: 6.581 8.118 8.007  0.2676
H: 5.921 5.232 7.210  0.3188
H: 7.224 6.197 6.536  0.3385
H: 5.360 8.710 6.202  0.3301
H: 4.667 8.088 4.714  0.3373
H: 7.656 8.104 5.404  0.2686
H: 6.836 9.083 4.193  0.3941
H: 6.960 7.328 3.979  0.2985
C: -2.219 -5.553 -2.956  -0.9737
C: -1.270 -5.336 -4.121  -0.3953
O: 0.035 -4.965 -3.726  -0.4204
C: 0.727 -5.910 -2.932  -0.1878
C: 0.962 -7.242 -3.625  -1.1058
H: -2.191 -4.696 -2.283  0.2007
H: -3.239 -5.682 -3.321  0.4175
H: -1.961 -6.442 -2.378  0.2574
H: -1.625 -4.509 -4.737  0.3451
H: -1.245 -6.223 -4.765  0.3760
H: 0.212 -6.061 -1.976  0.2085
H: 1.683 -5.440 -2.705  0.3310
H: 0.035 -7.798 -3.771  0.2619
H: 1.628 -7.862 -3.024  0.4074
H: 1.418 -7.085 -4.603  0.2913

The SMILES is CCN(CCPCCO)C(C)=O.CCOCC.CCOCC.CCOCC.CCOCC.CCOCC.CCOCC.CCOCC.CCOCC. For the frontier orbital gap, the calculation gives 8.85 eV. As for the energy: -2731.158700 Eh. Its net charge is 0. The value obtained for the HOMO energy is -8.32 eV.


[2]
Below is the ion C2H6N3 with charge +1, with properties calculated with ωB97M-V/def2-TZVPD.

Each line ends with the natural charge from an NBO analysis.
CARTESIAN COORDINATES (ANGSTROEM)
C: 0.583 -0.599 1.493  -0.4257
N: 0.587 -0.304 0.087  -0.1824
N: 0.726 1.075 -0.518  -0.4404
C: -0.331 0.197 -0.722  0.6692
N: -1.365 0.117 -1.491  -0.6966
H: -0.215 -1.404 1.624  0.2385
H: 1.497 -0.953 1.794  0.2381
H: 0.385 0.208 2.149  0.2311
H: 1.515 1.283 -1.118  0.4188
H: -1.339 1.002 -2.046  0.4754
H: -2.043 -0.620 -1.253  0.4739

The SMILES is CN1NC1=[NH2+]. The value obtained for the relative energy (zero: lowest compared OMol25 entry of this formula, charge and spin) is 85.3 kcal per mole. For the frontier orbital gap, the calculation gives 10.94 eV. As for the energy: -243.699068 Eh. Its net charge is +1. The value obtained for the HOMO energy is -15.16 eV.


[3]
Below is an isolated molecule of C3H8N2O, with properties calculated with ωB97M-V/def2-TZVPD.

Each line ends with the natural charge from an NBO analysis.
CARTESIAN COORDINATES (ANGSTROEM)
C: -0.228 -1.407 -1.724  -0.4170
N: 0.091 -0.255 -0.889  -0.6221
C: 0.352 -0.428 0.439  0.6649
O: 0.346 -1.523 0.970  -0.6213
C: 0.621 0.879 1.196  -0.3036
N: -0.590 1.671 1.185  -0.8445
H: -0.599 -2.216 -1.117  0.2334
H: -1.007 -1.126 -2.424  0.1958
H: 0.649 -1.702 -2.299  0.1940
H: 0.036 0.680 -1.252  0.4030
H: 1.395 1.386 0.611  0.1859
H: 1.070 0.609 2.149  0.1999
H: -1.422 1.094 1.220  0.3625
H: -0.713 2.338 1.934  0.3690

The SMILES is CNC(=O)CN. The value obtained for the relative energy (zero: lowest compared OMol25 entry of this formula, charge and spin) is 17.3 kcal per mole. For the frontier orbital gap, the calculation gives 10.37 eV. As for the energy: -303.864629 Eh. Its net charge is 0. The value obtained for the HOMO energy is -9.39 eV.


[4]
Below is a structure of composition C42H55N8O2RbSSeSi, with properties calculated with ωB97M-V/def2-TZVPD.

Each line ends with the Mulliken charge.
CARTESIAN COORDINATES (ANGSTROEM)
Rb: 0.283 0.489 0.212  0.6788
C: 2.918 -2.965 3.473  -0.8206
C: 3.863 -3.228 2.489  -0.0548
C: 4.199 -2.248 1.566  -0.5412
C: 3.599 -0.996 1.637  -0.2400
C: 2.661 -0.737 2.629  -0.7879
C: 2.307 -1.720 3.545  -0.2658
H: 2.650 -3.734 4.187  0.3346
H: 4.332 -4.205 2.436  0.3706
H: 4.922 -2.457 0.787  0.3707
H: 3.848 -0.226 0.914  0.4345
H: 2.218 0.250 2.709  0.8307
H: 1.572 -1.492 4.308  0.2438
C: -3.498 -1.121 1.128  -1.1125
C: -3.355 -0.923 -0.356  0.4895
C: -4.465 -0.680 -1.153  -0.7190
C: -4.235 -0.520 -2.522  -0.6839
C: -2.967 -0.607 -3.027  -0.6691
C: -1.850 -0.865 -2.159  0.2158
N: -2.113 -1.015 -0.824  0.3911
N: -0.593 -0.978 -2.555  0.3598
Si: 0.123 -1.034 -4.082  -0.1264
C: -0.241 0.361 -5.304  -1.1165
C: -0.354 -2.624 -4.992  -0.8833
C: 1.985 -1.036 -3.868  -0.8189
H: -4.529 -0.975 1.454  0.3764
H: -2.863 -0.439 1.698  0.1180
H: -3.181 -2.128 1.409  0.1426
H: -5.454 -0.610 -0.720  0.3842
H: -5.067 -0.324 -3.194  0.3600
H: -2.793 -0.485 -4.089  0.2850
H: -1.300 0.452 -5.554  0.2573
H: 0.306 0.148 -6.229  0.4050
H: 0.102 1.328 -4.938  0.2688
H: -1.441 -2.709 -5.069  0.2916
H: 0.005 -3.507 -4.460  0.0230
H: 0.065 -2.646 -6.003  0.4010
H: 2.299 -0.233 -3.196  0.0042
H: 2.503 -0.904 -4.823  0.3951
H: 2.331 -1.974 -3.427  0.2520
C: -1.887 5.275 -5.919  -1.5299
C: -1.209 4.874 -4.639  0.9921
C: -1.298 3.566 -4.167  -0.7735
C: -0.651 3.174 -3.007  -0.3407
C: 0.088 4.104 -2.286  -0.4130
C: 0.183 5.411 -2.738  -0.2949
C: -0.461 5.788 -3.909  -0.7351
S: 0.851 3.616 -0.746  1.2373
O: -0.253 3.069 0.026  -0.8515
O: 1.494 4.816 -0.252  -0.7569
N: 1.797 2.408 -1.043  0.4536
C: 3.056 2.549 -1.573  -0.0434
C: 3.543 3.699 -2.229  -0.4561
C: 4.812 3.679 -2.763  -0.5862
C: 5.595 2.534 -2.653  -0.5993
C: 5.037 1.455 -1.990  -0.3590
N: 3.819 1.445 -1.462  -0.0710
H: -2.682 4.576 -6.180  0.3545
H: -1.183 5.291 -6.755  0.2908
H: -2.326 6.271 -5.843  0.3828
H: -1.880 2.835 -4.716  0.2641
H: -0.733 2.149 -2.664  0.6590
H: 0.751 6.121 -2.152  0.5250
H: -0.387 6.815 -4.251  0.3449
H: 2.936 4.588 -2.303  0.3117
H: 5.187 4.562 -3.270  0.3777
H: 6.596 2.475 -3.059  0.3641
H: 5.607 0.537 -1.879  0.3561
C: 1.589 -4.031 -0.540  0.4532
N: 0.323 -3.662 0.076  0.4827
C: 0.122 -4.478 1.266  -0.3367
N: 0.117 -5.921 0.958  0.0257
C: 1.396 -6.236 0.314  -0.7865
N: 1.633 -5.460 -0.906  0.0237
C: 0.519 -5.716 -1.823  -0.4312
N: -0.780 -5.380 -1.244  0.1816
C: -0.755 -3.952 -0.872  0.3149
C: -0.945 -6.163 -0.023  -0.7363
H: 2.401 -3.822 0.159  -0.2214
H: 1.730 -3.427 -1.439  -0.3649
H: -0.830 -4.207 1.729  0.1901
H: 0.925 -4.277 1.979  -0.0073
H: 1.410 -7.301 0.063  0.3406
H: 2.204 -6.031 1.023  0.3709
H: 0.523 -6.777 -2.096  0.3897
H: 0.668 -5.121 -2.727  0.0117
H: -1.708 -3.680 -0.418  0.0513
H: -0.618 -3.330 -1.757  -0.7348
H: -0.951 -7.228 -0.279  0.3438
H: -1.905 -5.907 0.433  0.3591
C: -3.246 4.804 7.946  -1.3738
C: -2.620 3.657 7.205  0.7141
C: -1.461 3.049 7.665  -1.1287
C: -0.869 1.979 7.000  1.1523
C: 0.391 1.388 7.566  -1.5709
C: -1.430 1.473 5.813  -0.1647
Se: -0.610 0.037 4.874  -0.3689
C: -2.611 2.088 5.346  1.2732
C: -3.257 1.615 4.076  -1.3566
C: -3.176 3.151 6.035  -1.1564
H: -2.601 5.133 8.764  0.3355
H: -4.211 4.534 8.387  0.2779
H: -3.421 5.669 7.301  0.3119
H: -0.993 3.415 8.576  0.1715
H: 0.576 1.775 8.572  0.3496
H: 1.255 1.612 6.935  0.2637
H: 0.334 0.298 7.591  0.3345
H: -2.638 1.865 3.210  0.1944
H: -4.241 2.072 3.947  0.2893
H: -3.350 0.528 4.064  0.2909
H: -4.080 3.600 5.633  0.2940

The value obtained for the relative energy (zero: lowest compared OMol25 entry of this formula, charge and spin) is 4.5 kcal per mole. For the frontier orbital gap, the calculation gives 5.35 eV. As for the energy: -5335.339108 Eh. Its net charge is -2. The value obtained for the HOMO energy is -1.58 eV.